Density functional theory data (wB97M-V/def2-TZVPD) for an isolated molecule of C7H10 at a distorted geometry.

Element x y z (Å)
C  -0.8360  -1.2768  -0.0456
C  1.6198  -1.0684  -0.0368
H  2.4655  -0.3800  -0.1244
H  -0.0687  0.5368  2.0835
H  -1.1013  2.6719  0.7949
H  1.7921  -1.7100  0.8330
H  1.2365  1.3177  1.1659
H  1.6175  -1.7157  -0.9231
H  -0.6860  -2.2808  0.3682
H  -2.2732  1.3480  -1.1576
H  0.1819  0.4079  -2.0919
H  -1.7567  -1.2073  -0.5740
C  -1.3382  1.1023  -0.6569
C  0.2998  -0.3118  0.0970
C  -0.3145  0.1521  -1.1471
C  0.2516  0.8469  1.0808
C  -0.8126  1.6949  0.4278

Properties
DFT total energy = -7416.609 eV
spin multiplicity = 1
HOMO = -7.71 eV
total charge = 0
ΔE to the lowest compared entry with this formula, charge and spin = 426.99 kJ/mol
SMILES = C[C@@]12CC=C[C@@H]1C2